{
  "formula": "C52H85NO25P",
  "method": "the ωB97M-V functional and the def2-TZVPD basis",
  "species": ["C", "C", "C", "O", "C", "P", "O", "O", "O", "C", "C", "C", "C", "N", "O", "C", "C", "C", "C", "H", "H", "H", "H", "H", "H", "H", "H", "H", "H", "H", "H", "H", "H", "H", "H", "H", "H", "H", "H", "H", "H", "H", "H", "H", "O", "C", "O", "C", "C", "C", "H", "H", "H", "H", "H", "H", "O", "C", "O", "C", "C", "C", "H", "H", "H", "H", "H", "H", "O", "C", "O", "C", "C", "C", "H", "H", "H", "H", "H", "H", "O", "C", "O", "C", "C", "C", "H", "H", "H", "H", "H", "H", "O", "C", "O", "C", "C", "C", "H", "H", "H", "H", "H", "H", "O", "C", "O", "C", "C", "C", "H", "H", "H", "H", "H", "H", "O", "C", "O", "C", "C", "C", "H", "H", "H", "H", "H", "H", "O", "C", "O", "C", "C", "C", "H", "H", "H", "H", "H", "H", "O", "C", "O", "C", "C", "C", "H", "H", "H", "H", "H", "H", "O", "C", "O", "C", "C", "C", "H", "H", "H", "H", "H", "H"],
  "coordinates": [[-1.286, 2.910, 0.862], [-1.790, 1.704, 0.061], [-1.186, 0.339, 0.446], [-0.200, 0.425, 1.466], [0.680, -0.690, 1.566], [-0.258, -2.314, 1.495], [-1.543, -2.349, 2.227], [-0.413, -2.713, -0.079], [0.846, -3.402, 1.978], [1.322, -0.657, 2.975], [2.711, 0.021, 3.167], [3.425, -0.728, 4.319], [2.684, 1.523, 3.574], [3.535, -0.170, 1.931], [4.164, -1.290, 1.883], [2.932, 0.182, 0.618], [2.534, 1.661, 0.533], [3.972, -0.117, -0.483], [1.714, -0.728, 0.434], [-1.380, 2.739, 1.938], [-0.243, 3.154, 0.631], [-1.893, 3.788, 0.606], [-1.606, 1.881, -1.007], [-2.877, 1.633, 0.163], [-1.979, -0.319, 0.824], [-0.772, -0.133, -0.453], [0.241, -2.277, -0.633], [1.042, -4.060, 1.303], [1.420, -1.672, 3.354], [0.592, -0.146, 3.614], [4.499, -0.523, 4.281], [3.298, -1.811, 4.253], [3.034, -0.366, 5.275], [1.674, 1.862, 3.830], [3.292, 1.635, 4.476], [3.107, 2.191, 2.822], [3.426, 2.290, 0.628], [1.820, 1.964, 1.304], [2.091, 1.848, -0.451], [3.960, -1.168, -0.775], [4.975, 0.136, -0.127], [3.750, 0.494, -1.366], [1.243, -0.439, -0.520], [2.039, -1.767, 0.325], [-4.969, 1.700, -1.171], [-5.340, 0.718, -0.593], [-5.625, 0.741, 0.726], [-5.929, -0.585, 1.200], [-6.362, -1.357, -0.041], [-5.530, -0.685, -1.130], [-5.027, -0.999, 1.655], [-6.703, -0.500, 1.959], [-6.197, -2.429, 0.054], [-7.423, -1.189, -0.232], [-4.541, -1.137, -1.234], [-6.003, -0.653, -2.106], [2.386, -3.347, -1.318], [1.701, -4.324, -1.428], [1.580, -5.230, -0.435], [0.771, -6.347, -0.878], [-0.048, -5.802, -2.042], [0.885, -4.750, -2.626], [1.453, -7.142, -1.185], [0.179, -6.696, -0.037], [-0.360, -6.564, -2.749], [-0.949, -5.320, -1.659], [1.566, -5.171, -3.369], [0.360, -3.902, -3.058], [3.972, 2.866, 6.506], [3.029, 3.547, 6.787], [1.957, 3.051, 7.450], [0.935, 4.059, 7.574], [1.677, 5.385, 7.446], [2.811, 5.018, 6.495], [0.206, 3.911, 6.777], [0.447, 3.920, 8.536], [1.046, 6.199, 7.092], [2.090, 5.678, 8.409], [2.531, 5.114, 5.447], [3.724, 5.580, 6.678], [3.606, 8.109, 7.935], [3.879, 7.961, 9.090], [3.106, 7.241, 9.939], [3.635, 7.313, 11.278], [5.105, 7.679, 11.111], [5.071, 8.524, 9.839], [3.077, 8.079, 11.821], [3.473, 6.350, 11.754], [5.513, 8.188, 11.981], [5.693, 6.776, 10.939], [4.872, 9.578, 10.044], [5.966, 8.445, 9.228], [-8.755, 2.060, -3.304], [-7.961, 2.522, -4.069], [-8.347, 3.145, -5.214], [-7.199, 3.506, -5.996], [-6.042, 3.571, -5.005], [-6.449, 2.516, -3.980], [-7.048, 2.736, -6.757], [-7.412, 4.452, -6.490], [-5.074, 3.397, -5.473], [-6.016, 4.554, -4.533], [-6.101, 1.517, -4.254], [-6.121, 2.730, -2.968], [-1.957, -5.880, -4.511], [-2.959, -5.250, -4.313], [-4.003, -5.739, -3.616], [-5.097, -4.796, -3.632], [-4.458, -3.441, -3.924], [-3.271, -3.849, -4.793], [-5.793, -5.102, -4.415], [-5.599, -4.851, -2.670], [-5.134, -2.734, -4.399], [-4.099, -2.995, -2.995], [-3.532, -3.904, -5.851], [-2.399, -3.209, -4.679], [1.173, 5.151, 3.597], [0.282, 5.825, 4.023], [-0.695, 5.312, 4.808], [-1.684, 6.315, 5.103], [-0.965, 7.648, 4.917], [0.039, 7.307, 3.818], [-2.514, 6.188, 4.405], [-2.043, 6.146, 6.115], [-1.642, 8.462, 4.670], [-0.434, 7.912, 5.833], [-0.379, 7.439, 2.818], [0.977, 7.852, 3.883], [-4.515, -0.307, -5.315], [-3.543, -0.369, -6.011], [-3.372, -1.368, -6.904], [-2.082, -1.265, -7.537], [-1.681, 0.198, -7.379], [-2.349, 0.563, -6.054], [-1.395, -1.941, -7.023], [-2.187, -1.586, -8.570], [-0.603, 0.343, -7.394], [-2.115, 0.789, -8.187], [-1.717, 0.337, -5.193], [-2.676, 1.597, -5.982], [3.067, -5.841, -7.580], [2.503, -6.692, -6.962], [2.139, -6.517, -5.665], [1.554, -7.722, -5.144], [1.074, -8.503, -6.360], [2.093, -8.080, -7.417], [2.322, -8.259, -4.582], [0.743, -7.451, -4.471], [1.023, -9.575, -6.181], [0.080, -8.157, -6.646], [2.985, -8.709, -7.414], [1.697, -8.038, -8.428], [7.826, -5.955, -3.777], [6.858, -5.299, -3.534], [5.820, -5.784, -2.809], [4.754, -4.820, -2.748], [5.414, -3.473, -3.016], [6.556, -3.870, -3.948], [4.020, -5.077, -3.518], [4.298, -4.876, -1.766], [4.723, -2.743, -3.430], [5.812, -3.071, -2.083], [6.250, -3.886, -4.996], [7.448, -3.258, -3.851]],
  "forces_ev_per_a": [[-0.1082, 0.0154, -0.0813], [0.1037, 0.0912, 0.0184], [-0.3461, -0.1196, -0.0257], [0.2398, 0.1394, -0.0489], [-0.1060, -0.1978, 0.0261], [-0.2090, -0.4517, 0.4391], [0.9302, -0.0249, -0.5761], [-0.4236, 0.0763, 0.3668], [-0.6690, 0.6750, -0.0098], [-0.2728, 0.4599, 0.1174], [0.3311, 0.1042, 0.3949], [0.0672, 0.0120, -0.2566], [0.0418, -0.1297, 0.2026], [-0.2798, -0.8328, -0.0279], [0.1357, 0.2917, 0.0311], [0.1229, 0.2791, -0.2170], [0.0616, 0.0612, 0.1441], [-0.1340, 0.0772, 0.1125], [-0.2158, -0.0557, -0.1873], [0.0993, 0.0287, -0.1138], [-0.1448, -0.1297, 0.1402], [0.0991, -0.1482, 0.0364], [-0.0223, 0.0216, 0.1852], [0.1943, 0.1029, 0.0196], [0.0567, 0.0133, -0.1272], [0.0255, 0.0487, 0.0685], [0.2741, 0.0749, -0.1023], [0.1502, -0.1764, -0.2086], [0.0191, 0.0243, -0.1121], [0.1468, -0.1523, -0.0719], [-0.1968, 0.0916, 0.0764], [0.0172, 0.1729, -0.0248], [-0.0315, -0.0937, -0.1421], [0.1167, -0.0267, -0.2003], [-0.0834, 0.1097, -0.1863], [-0.1280, -0.1742, 0.2101], [-0.1181, -0.0801, -0.0498], [0.0336, -0.1212, -0.3402], [0.0054, -0.0446, 0.1370], [0.0602, 0.0871, 0.1075], [-0.1651, -0.0087, -0.0703], [-0.0007, -0.1008, 0.1210], [0.0090, -0.0859, 0.1902], [0.4067, 0.2173, 0.0137], [-0.0565, -0.0723, -0.0933], [0.1141, 0.1365, 0.0927], [-0.0064, -0.0161, 0.0330], [0.0257, -0.0723, 0.0424], [-0.0118, 0.0214, -0.0704], [-0.1569, -0.0524, 0.0893], [0.0016, -0.0188, -0.0167], [-0.0017, 0.0431, -0.0132], [0.0539, 0.0080, 0.0160], [-0.0015, -0.0062, 0.0077], [0.0370, 0.0113, 0.0004], [0.0314, 0.0226, -0.1046], [0.0058, 0.1891, 0.1079], [-0.0843, -0.0587, -0.3540], [-0.0327, 0.0244, 0.1296], [0.0046, -0.1131, -0.1348], [-0.1380, -0.0030, 0.1634], [-0.1654, -0.2367, 0.1974], [0.0060, 0.0019, -0.0006], [0.0177, 0.0884, 0.0433], [0.0253, -0.0304, 0.0251], [-0.0022, -0.0229, 0.0069], [-0.0014, 0.0908, -0.0793], [0.1482, 0.0565, -0.0875], [0.0080, -0.0262, 0.0588], [0.0861, 0.0967, -0.1050], [-0.0622, -0.0669, 0.0046], [-0.0331, 0.0462, 0.0184], [0.0204, -0.0375, -0.0795], [-0.0214, -0.0230, 0.3175], [0.0220, 0.0133, -0.0391], [0.0356, -0.0350, 0.0110], [-0.0316, -0.0320, -0.0172], [-0.0648, 0.0304, 0.0168], [0.0503, -0.0253, -0.0553], [0.0385, -0.0162, -0.1162], [-0.1145, -0.1247, 0.0555], [0.1231, 0.2332, -0.1041], [0.0328, 0.0250, 0.0180], [0.0029, -0.0194, 0.0652], [0.0094, 0.0177, -0.0865], [0.0196, -0.2524, 0.1637], [0.0117, 0.0072, 0.0052], [-0.0288, -0.0084, -0.0343], [-0.0356, 0.0329, -0.0038], [-0.0002, -0.0015, 0.0179], [0.0162, 0.0212, -0.0199], [-0.0178, 0.0953, -0.0485], [-0.0380, -0.0145, 0.0366], [0.0997, -0.0746, 0.0089], [-0.0403, 0.0245, -0.0326], [0.0541, 0.0067, -0.0295], [-0.0426, -0.0230, 0.0572], [-0.0150, 0.2018, -0.0986], [0.0221, -0.0068, 0.0093], [-0.0428, -0.0020, 0.0159], [-0.0231, -0.0610, -0.0155], [0.0128, 0.0116, -0.0147], [0.0484, -0.0024, 0.0134], [-0.0126, -0.1249, 0.0289], [0.0478, -0.1311, 0.0730], [0.0512, 0.1173, -0.1915], [0.0133, -0.0085, 0.0222], [-0.0477, 0.0747, -0.0084], [0.0513, -0.0665, 0.0021], [-0.1473, 0.0859, 0.2274], [0.0034, 0.0121, -0.0046], [0.0335, -0.0404, 0.0134], [-0.0024, -0.0278, -0.0382], [-0.0153, -0.0011, 0.0014], [0.0179, 0.0420, -0.0193], [0.0474, -0.0401, -0.1012], [-0.0344, -0.0108, -0.0105], [0.0289, 0.0367, -0.0813], [-0.0386, -0.0652, 0.0098], [-0.0380, 0.0502, 0.0063], [0.0729, -0.0173, -0.0163], [-0.0805, 0.0189, 0.1588], [0.0020, 0.0211, 0.0006], [0.0246, -0.0358, -0.0010], [-0.0185, -0.0267, -0.0353], [-0.0130, 0.0146, 0.0037], [0.0215, 0.0233, -0.0224], [0.0187, -0.0209, -0.0820], [-0.0808, 0.0428, 0.0715], [0.0070, 0.0137, 0.0657], [0.0388, -0.0828, -0.0859], [0.0600, 0.0356, 0.0001], [-0.0492, 0.0366, 0.0458], [0.0009, -0.0240, -0.2103], [0.0110, 0.0082, -0.0014], [-0.0424, -0.0099, 0.0105], [0.0033, -0.0309, 0.0349], [0.0153, -0.0042, -0.0106], [-0.0005, 0.0213, 0.0250], [0.0097, -0.0097, 0.0828], [-0.0154, 0.0410, -0.0334], [0.0825, -0.0116, -0.0202], [-0.0627, -0.0140, 0.0862], [-0.0678, -0.1303, 0.1436], [0.0440, 0.0920, -0.1333], [-0.1838, 0.0219, 0.1032], [0.0142, -0.0145, -0.0247], [0.0202, 0.1053, -0.0270], [0.0625, 0.0016, 0.0067], [-0.0128, -0.0142, 0.0276], [0.0134, -0.0070, -0.0224], [0.0875, -0.0104, -0.0389], [0.0294, -0.0064, -0.0034], [0.0081, 0.0265, -0.0472], [-0.0624, -0.0486, -0.0018], [0.0281, 0.0581, -0.0228], [0.0886, 0.0038, -0.0282], [-0.0870, 0.0387, 0.1713], [-0.0019, 0.0124, -0.0035], [0.0424, -0.1047, 0.0585], [-0.0192, -0.0334, -0.0294], [-0.0213, 0.0097, 0.0052], [0.0169, 0.0107, -0.0201], [0.0300, -0.0261, -0.0823]],
  "lowdin_spin": [0.00, 0.00, 0.00, 0.00, 0.00, 0.00, 0.00, 0.00, 0.00, 0.02, 0.02, 0.00, 0.00, 0.38, 0.52, 0.03, 0.00, 0.00, 0.02, 0.00, 0.00, 0.00, 0.00, 0.00, 0.00, 0.00, 0.00, 0.00, 0.00, 0.00, 0.00, 0.00, 0.00, 0.00, 0.00, 0.00, 0.00, 0.00, 0.00, 0.00, 0.00, 0.00, 0.00, 0.00, 0.00, 0.00, 0.00, 0.00, 0.00, 0.00, 0.00, 0.00, 0.00, 0.00, 0.00, 0.00, 0.00, 0.00, 0.00, 0.00, 0.00, 0.00, 0.00, 0.00, 0.00, 0.00, 0.00, 0.00, 0.00, 0.00, 0.00, 0.00, 0.00, 0.00, 0.00, 0.00, 0.00, 0.00, 0.00, 0.00, 0.00, 0.00, 0.00, 0.00, 0.00, 0.00, 0.00, 0.00, 0.00, 0.00, 0.00, 0.00, 0.00, 0.00, 0.00, 0.00, 0.00, 0.00, 0.00, 0.00, 0.00, 0.00, 0.00, 0.00, 0.00, 0.00, 0.00, 0.00, 0.00, 0.00, 0.00, 0.00, 0.00, 0.00, 0.00, 0.00, 0.00, 0.00, 0.00, 0.00, 0.00, 0.00, 0.00, 0.00, 0.00, 0.00, 0.00, 0.00, 0.00, 0.00, 0.00, 0.00, 0.00, 0.00, 0.00, 0.00, 0.00, 0.00, 0.00, 0.00, 0.00, 0.00, 0.00, 0.00, 0.00, 0.00, 0.00, 0.00, 0.00, 0.00, 0.00, 0.00, 0.00, 0.00, 0.00, 0.00, 0.00, 0.00, 0.00, 0.00, 0.00, 0.00, 0.00, 0.00],
  "total_energy_ha": -4309.69843,
  "homo_energy_ev": [-7.73, -8.92],
  "multiplicity": 2,
  "charge": 0
}